{"formula": "C32H88N8O8", "method": "ωB97M-V/def2-TZVPD", "symbols": ["C", "C", "C", "O", "C", "N", "H", "H", "H", "H", "H", "H", "H", "H", "H", "H", "H", "C", "C", "C", "O", "C", "N", "H", "H", "H", "H", "H", "H", "H", "H", "H", "H", "H", "C", "C", "C", "O", "C", "N", "H", "H", "H", "H", "H", "H", "H", "H", "H", "H", "H", "C", "C", "C", "O", "C", "N", "H", "H", "H", "H", "H", "H", "H", "H", "H", "H", "H", "C", "C", "C", "O", "C", "N", "H", "H", "H", "H", "H", "H", "H", "H", "H", "H", "H", "C", "C", "C", "O", "C", "N", "H", "H", "H", "H", "H", "H", "H", "H", "H", "H", "H", "C", "C", "C", "O", "C", "N", "H", "H", "H", "H", "H", "H", "H", "H", "H", "H", "H", "C", "C", "C", "O", "C", "N", "H", "H", "H", "H", "H", "H", "H", "H", "H", "H", "H"], "positions_angstrom": [[2.809091, -4.620382, 2.713066], [1.339599, -4.048470, 2.781680], [0.393772, -4.464430, 1.633379], [0.868326, -3.713332, 0.521272], [0.095013, -4.053958, -0.639636], [0.874343, -4.633262, 3.971636], [2.789193, -5.697164, 2.881077], [3.486257, -4.145512, 3.423033], [3.316794, -4.443382, 1.764905], [1.311001, -2.962765, 2.873969], [-0.650413, -4.251658, 1.862518], [0.424234, -5.538964, 1.452976], [0.136260, -5.137365, -0.751997], [0.495339, -3.621070, -1.556394], [-0.921209, -3.675831, -0.528197], [0.045744, -4.195286, 4.348070], [1.516494, -4.249865, 4.650418], [-4.129722, -2.484034, 0.783303], [-4.821516, -2.042092, -0.522394], [-3.913044, -1.318877, -1.512946], [-2.628556, -1.941477, -1.683762], [-1.798429, -1.337148, -2.656059], [-5.305949, -3.247122, -1.178318], [-3.939842, -1.587042, 1.372758], [-3.179429, -2.973656, 0.570417], [-4.775842, -3.063734, 1.442527], [-5.705538, -1.435213, -0.326666], [-3.850621, -0.327297, -1.064670], [-4.426236, -1.261414, -2.472856], [-1.753108, -0.263467, -2.473665], [-2.217995, -1.322635, -3.661959], [-0.786041, -1.723744, -2.773226], [-4.457307, -3.678569, -1.515612], [-5.706425, -3.073863, -2.089202], [1.685068, 3.090560, 4.588032], [2.276719, 1.708395, 4.563977], [1.408107, 0.580883, 5.221435], [1.002814, 0.908092, 6.520185], [1.983522, 0.969106, 7.545251], [2.656469, 1.421913, 3.158715], [2.486358, 3.779159, 4.319980], [1.305256, 3.399270, 5.561965], [0.905383, 3.197534, 3.833871], [3.140468, 1.893831, 5.202454], [1.894795, -0.393709, 5.184125], [0.528420, 0.416942, 4.599028], [1.505271, 0.991199, 8.524484], [2.582635, 1.877888, 7.488025], [2.577206, 0.056593, 7.490860], [1.775829, 1.251161, 2.694573], [3.229711, 0.590367, 3.154652], [5.063847, -1.435234, 0.077214], [5.738916, -1.480559, -1.287063], [5.763320, -0.021649, -1.957344], [4.507009, 0.409264, -2.569242], [4.583715, 1.708069, -3.032420], [7.082912, -1.884724, -1.110496], [4.039069, -1.090349, -0.060620], [5.526031, -0.802230, 0.834706], [4.996907, -2.466837, 0.422781], [5.225353, -2.171139, -1.955976], [6.540434, -0.021586, -2.721672], [6.090425, 0.686097, -1.195633], [4.585583, 2.325816, -2.134370], [3.644956, 1.881366, -3.558531], [5.436760, 1.775636, -3.707591], [7.067853, -2.831070, -0.757931], [7.469509, -1.924186, -2.042744], [-1.766786, 3.348328, -0.942209], [-0.619774, 4.370202, -1.319845], [0.039605, 4.788890, -0.026836], [-0.879076, 5.383321, 0.924030], [-1.445244, 6.644792, 0.519175], [0.171136, 3.651060, -2.200675], [-2.356787, 3.654916, -0.078499], [-1.336318, 2.370881, -0.724517], [-2.472296, 3.166897, -1.753041], [-0.944910, 5.235200, -1.897924], [0.802923, 5.546341, -0.204957], [0.621744, 3.997054, 0.444569], [-2.008212, 6.570071, -0.411201], [-0.715816, 7.444951, 0.393604], [-2.174527, 6.940224, 1.273475], [0.237981, 2.750695, -1.747932], [1.142912, 3.924947, -2.173256], [-4.518643, 0.025005, 5.394149], [-3.590148, -0.008453, 4.109614], [-4.240803, 0.786332, 2.895285], [-5.612284, 0.490696, 2.646930], [-6.174508, 1.267191, 1.555483], [-2.370858, 0.624905, 4.586993], [-4.154771, -0.756447, 6.061268], [-5.556174, -0.096763, 5.083008], [-4.487856, 0.982154, 5.914730], [-3.321371, -1.033390, 3.853952], [-3.670166, 0.508182, 2.009219], [-4.152962, 1.867697, 3.000264], [-7.257333, 1.144558, 1.531971], [-5.829923, 0.994557, 0.557966], [-6.034237, 2.323305, 1.785779], [-2.212130, 0.425777, 5.564364], [-2.529721, 1.618478, 4.499466], [-0.090500, -2.271529, -8.374925], [-0.659307, -0.783049, -8.334280], [0.458238, 0.200833, -7.881111], [0.686293, -0.071304, -6.508980], [1.502763, 0.881616, -5.833558], [-1.150802, -0.444216, -9.627082], [0.592197, -2.431491, -9.209458], [-0.803149, -3.082956, -8.522619], [0.449269, -2.549708, -7.469733], [-1.493772, -0.700077, -7.637950], [0.084997, 1.195739, -8.123895], [1.403273, 0.088879, -8.412607], [0.924080, 1.766892, -5.569895], [2.329908, 1.319573, -6.392229], [1.883895, 0.411686, -4.926914], [-1.681486, 0.414824, -9.604268], [-0.491688, -0.251990, -10.367833], [-1.267674, -0.704309, 1.154997], [0.105612, -0.176397, 1.588113], [1.075152, 0.008525, 0.372527], [0.470367, 0.679868, -0.724031], [1.419311, 0.813372, -1.801671], [-0.104945, 1.123414, 2.127680], [-1.801421, -0.084871, 0.434223], [-1.823421, -0.748862, 2.091621], [-1.269230, -1.722223, 0.765177], [0.543138, -0.827328, 2.345052], [1.342303, -0.953350, -0.065120], [1.996379, 0.488779, 0.702374], [0.766405, 1.028098, -2.647660], [2.057420, -0.059738, -1.938015], [1.995510, 1.723871, -1.637111], [-0.489792, 1.810124, 1.494890], [-0.782855, 1.092964, 2.875761]], "forces_ev_per_angstrom": [[-0.42, 0.74, -1.27], [0.68, -0.70, -1.30], [1.68, 0.86, 0.12], [-0.79, -0.41, -0.85], [0.40, 0.10, 0.42], [-0.67, -0.24, 2.84], [-0.12, 0.08, 0.12], [-0.35, 0.01, 0.45], [-0.32, 0.02, -0.30], [0.36, 0.29, -0.56], [-0.20, 0.43, 0.15], [0.33, -0.24, -0.10], [-0.37, -0.14, -0.14], [0.37, 0.23, 0.29], [-0.25, -0.23, -0.02], [-0.87, -0.01, -0.54], [0.52, -0.67, 0.68], [-0.33, 1.26, -0.03], [0.20, -1.48, -0.53], [0.51, 0.66, 0.76], [-0.35, -0.47, 0.26], [-0.76, 1.47, -0.60], [0.09, -1.24, -0.35], [0.38, 0.10, -0.02], [-0.18, -0.15, 0.08], [-0.06, -0.36, -0.49], [0.19, 0.37, 0.17], [0.76, 0.64, -0.43], [-0.03, 0.16, -0.16], [0.48, 0.24, 0.48], [-0.47, -0.68, -0.24], [-0.23, -0.43, 0.78], [0.44, -0.81, 0.37], [-0.74, 0.66, -0.02], [-0.65, 0.54, -0.27], [0.17, -0.32, 0.21], [0.61, 0.96, -0.82], [-0.94, 0.21, 0.79], [-0.20, -0.30, -0.55], [0.47, 0.07, 1.51], [-0.05, 0.08, -0.08], [-0.11, -0.19, 0.05], [-0.19, 0.06, 0.07], [0.63, -0.85, -0.20], [0.70, -0.15, 0.19], [-0.39, 0.36, 0.27], [-0.37, -0.08, -0.20], [0.31, -0.07, -0.20], [0.49, 0.09, 0.10], [-0.23, -0.03, -0.40], [0.04, -0.25, -0.26], [-0.95, -0.40, -0.61], [-1.43, 2.60, -0.13], [-0.72, -1.00, 0.00], [1.08, -2.66, 1.21], [-0.55, -0.12, 0.24], [1.30, -0.11, -0.31], [-0.15, 0.01, 0.11], [0.37, -0.05, -0.29], [0.00, 0.00, 0.40], [-0.59, 0.13, -0.09], [0.10, -0.01, -0.32], [-0.16, 0.18, 0.20], [0.54, 0.86, -0.32], [0.12, 0.24, -0.23], [0.12, 0.74, 0.03], [0.30, -0.17, 0.15], [0.62, -0.24, -0.05], [-0.38, 0.94, -0.21], [-2.75, -0.07, 1.45], [0.05, 1.74, 0.57], [0.11, 0.08, -0.38], [-0.10, -0.79, -0.01], [2.29, -2.09, -0.99], [0.12, 0.17, 0.02], [0.29, 0.05, 0.16], [0.10, 0.22, -0.25], [-0.65, 0.28, 0.52], [0.25, 0.30, -0.43], [-0.60, -0.45, 0.30], [0.04, -0.18, -0.19], [0.35, -0.09, 0.12], [0.25, -0.11, 0.19], [0.03, -0.49, -0.43], [0.34, 0.70, -0.33], [-0.38, -0.50, -1.65], [-1.88, 1.15, 1.76], [0.53, -0.84, -0.05], [-0.33, -0.07, -0.42], [-0.04, -0.16, 1.23], [1.00, 0.65, -1.57], [-0.37, -0.03, 0.12], [-0.10, -0.53, 0.34], [0.35, 0.12, -0.21], [-0.52, -0.07, -0.31], [0.21, 0.13, -0.23], [0.27, 0.25, 0.46], [0.04, -0.44, 0.36], [0.57, -0.02, 0.10], [0.36, 0.19, -0.34], [0.03, -0.05, 0.02], [0.30, 0.32, 0.33], [-0.21, 0.45, 0.25], [2.14, -1.48, -0.11], [-0.72, -1.00, 0.48], [0.54, 0.78, 0.09], [-0.51, 0.21, 0.13], [-1.21, 0.66, -1.29], [0.22, 0.53, -0.11], [-0.66, 0.47, 0.06], [0.05, 0.38, 0.12], [0.15, -0.10, 0.14], [-0.05, 0.47, 0.54], [0.06, -0.28, -0.41], [-0.38, 0.02, 0.29], [0.29, -0.61, -0.52], [-0.02, 0.00, -0.08], [-0.37, 0.04, 0.24], [0.67, -0.53, 0.23], [0.26, -1.16, 0.54], [-0.63, 0.50, -2.95], [-0.31, -1.34, 0.28], [0.43, 0.26, 0.20], [-1.40, 0.56, 0.44], [0.10, 1.60, 1.43], [0.28, 0.24, 0.05], [-0.36, 0.04, -0.09], [0.24, -0.04, -0.15], [0.21, -0.03, -0.13], [0.21, -0.52, 0.54], [0.06, 0.36, 0.00], [0.37, -0.36, -0.42], [-0.08, 0.01, 0.01], [0.57, -0.21, 0.09], [0.17, -0.21, -0.64], [-0.08, -0.19, 0.46]], "relative_energy_kcal_mol": 87.5, "smiles": "COC[C@H](C)N.COC[C@H](C)N.COC[C@H](C)N.COC[C@H](C)N.COC[C@H](C)N.COC[C@H](C)N.COC[C@H](C)N.COC[C@H](C)N", "homo_energy_ev": -8.54, "energy_ev": -62904.9741, "homo_lumo_gap_ev": 9.17, "spin_multiplicity": 1}